1.
Formula: C56H51AsN6O3PS3Sr
Source: OMol25
Level of theory: wB97M-V/def2-TZVPD

Values from the calculation:
net charge = -1

Last column: Löwdin charge in e.
Geometry (Å):
Sr: 16.33 11.91 17.54  1.0703
N: 15.89 11.06 22.07  0.1336
C: 15.52 11.05 20.74  -0.1442
N: 16.23 10.50 19.84  0.0335
C: 17.45 9.88 20.12  -0.2659
N: 18.17 9.28 19.19  0.0891
N: 17.47 9.28 17.99  -0.0272
C: 17.56 8.19 17.31  -0.0724
C: 16.85 8.16 16.01  -0.2336
C: 16.43 7.00 15.34  -0.0175
C: 15.80 7.13 14.11  -0.0968
C: 15.63 8.33 13.54  -0.0580
C: 15.99 9.46 14.29  -0.0971
N: 16.66 9.38 15.44  0.0752
C: 17.91 9.88 21.53  -0.0827
C: 19.12 9.31 21.93  -0.0194
C: 19.41 9.20 23.25  -0.0858
C: 18.54 9.74 24.22  -0.0759
C: 17.39 10.38 23.82  -0.0226
C: 17.07 10.48 22.46  -0.1991
H: 15.22 11.44 22.72  0.1514
H: 14.59 11.62 20.40  0.0863
H: 18.23 7.39 17.70  0.1292
H: 16.60 5.98 15.77  0.1214
H: 15.43 6.24 13.61  0.1078
H: 15.12 8.49 12.58  0.1129
H: 15.77 10.48 13.90  0.1118
H: 19.78 8.91 21.18  0.0997
H: 20.32 8.79 23.61  0.0960
H: 18.83 9.67 25.24  0.0990
H: 16.74 10.78 24.59  0.1127
S: 11.64 13.63 17.37  0.3895
C: 13.10 13.06 17.99  -1.8526
S: 14.25 13.98 18.87  0.3014
S: 13.55 11.36 17.75  0.2215
O: 18.38 11.86 15.40  -0.1241
H: 18.15 10.92 15.28  0.0071
H: 19.03 11.89 16.13  0.0001
C: 13.97 15.26 15.30  -0.4319
C: 13.55 16.12 14.14  -0.4316
As: 12.06 15.47 13.00  1.3338
C: 12.33 16.65 11.40  -0.3919
C: 11.74 16.17 10.24  -0.1412
C: 11.71 16.94 9.04  -0.0735
C: 12.24 18.23 9.10  -0.1103
C: 12.85 18.66 10.25  -0.1225
C: 12.93 17.92 11.38  -0.1065
C: 10.67 16.52 13.85  -0.3987
C: 9.72 17.24 13.13  -0.1122
C: 8.70 17.94 13.80  -0.0989
C: 8.65 17.93 15.18  -0.1133
C: 9.62 17.25 15.90  -0.0857
C: 10.59 16.51 15.27  -0.1028
P: 15.25 13.98 14.97  1.0391
C: 14.48 13.03 13.61  -0.4001
C: 14.42 13.41 12.24  -0.1536
C: 13.63 12.72 11.36  -0.1300
C: 12.82 11.67 11.84  -0.0976
C: 12.85 11.33 13.19  -0.0824
C: 13.67 12.01 14.11  -0.1366
C: 16.60 14.95 14.24  -0.3864
C: 16.87 16.24 14.66  -0.0890
C: 18.06 16.89 14.27  -0.0794
C: 18.97 16.27 13.44  -0.0888
C: 18.72 14.95 13.02  -0.0764
C: 17.56 14.32 13.45  -0.1189
H: 13.18 14.80 15.87  -0.0339
H: 14.47 15.96 16.00  0.0778
H: 14.40 16.31 13.44  0.0565
H: 13.27 17.13 14.50  0.0765
H: 11.27 15.20 10.23  0.0808
H: 11.23 16.59 8.15  0.0899
H: 12.22 18.86 8.24  0.0896
H: 13.28 19.67 10.26  0.1077
H: 13.37 18.25 12.35  0.1150
H: 9.83 17.25 12.05  0.0852
H: 7.94 18.42 13.20  0.0910
H: 7.89 18.47 15.73  0.0937
H: 9.58 17.36 16.96  0.0964
H: 11.25 15.89 15.85  0.0264
H: 14.97 14.31 11.91  0.1146
H: 13.61 13.08 10.34  0.0962
H: 12.14 11.15 11.15  0.1008
H: 12.20 10.53 13.54  0.1035
H: 13.62 11.80 15.22  0.0334
H: 16.16 16.77 15.30  0.1027
H: 18.32 17.83 14.64  0.0777
H: 19.87 16.73 13.11  0.0848
H: 19.49 14.42 12.49  0.0956
H: 17.48 13.26 13.22  0.0967
C: 25.89 9.98 16.74  -0.0501
C: 24.76 9.67 17.71  -0.2179
C: 24.88 8.54 18.56  -0.0706
C: 23.97 8.25 19.53  -0.1056
C: 22.89 9.10 19.73  -0.0293
C: 22.77 10.23 18.91  -0.1893
N: 21.75 11.16 19.03  0.0812
C: 21.14 11.59 20.19  -0.1652
C: 21.89 11.50 21.41  -0.0328
C: 21.34 11.89 22.58  -0.1065
C: 20.05 12.44 22.62  -0.1162
C: 19.41 12.70 21.44  -0.0261
C: 19.93 12.26 20.18  -0.0728
C: 19.12 12.53 18.94  -0.5981
O: 17.95 12.95 19.09  -0.1640
O: 19.73 12.29 17.83  -0.0638
C: 23.71 10.54 17.89  -0.1719
C: 23.43 11.75 17.06  -0.0250
H: 26.76 9.34 16.93  0.0711
H: 26.16 11.04 16.78  0.0699
H: 25.57 9.76 15.72  0.0776
H: 25.75 7.91 18.49  0.0900
H: 24.09 7.40 20.19  0.0982
H: 22.13 8.90 20.44  0.0903
H: 21.23 11.37 18.20  0.0908
H: 22.89 11.10 21.44  0.1061
H: 21.94 11.86 23.49  0.1041
H: 19.59 12.79 23.55  0.1025
H: 18.46 13.26 21.37  0.1246
H: 24.37 12.13 16.62  0.0765
H: 22.96 12.51 17.65  0.0796
H: 22.76 11.53 16.22  0.0968


2.
Formula: C56H51HgN4O3Te
Source: OMol25
Level of theory: wB97M-V/def2-TZVPD

Values from the calculation:
net charge = -1

Last column: Löwdin charge in e.
Geometry (Å):
Hg: -1.18 -0.42 0.20  1.0873
C: 0.81 1.90 4.53  -0.0777
O: 1.85 1.73 3.55  -0.0154
C: 1.26 1.04 2.53  -0.3054
N: 0.09 0.60 2.70  0.1683
C: -0.28 0.90 4.09  -0.2425
C: -1.69 1.39 4.30  -0.1805
C: -2.17 1.48 5.60  -0.0528
C: -3.47 1.90 5.85  -0.0984
C: -4.30 2.22 4.79  -0.0958
C: -3.83 2.14 3.49  -0.0684
C: -2.52 1.74 3.24  -0.0149
C: 2.14 0.80 1.35  -0.1675
C: 3.49 1.11 1.44  0.0068
C: 4.31 0.80 0.37  -0.0427
C: 3.75 0.21 -0.75  0.0059
C: 2.38 -0.05 -0.75  -0.1918
N: 1.59 0.22 0.28  0.1794
C: 1.72 -0.57 -1.97  -0.3239
N: 0.47 -0.67 -2.13  0.1483
C: 0.25 -1.10 -3.51  -0.2424
C: 1.68 -1.40 -4.03  -0.0663
O: 2.55 -0.90 -2.99  -0.0120
C: -0.68 -2.28 -3.63  -0.1818
C: -0.94 -3.10 -2.54  -0.0210
C: -1.78 -4.20 -2.68  -0.0638
C: -2.36 -4.49 -3.90  -0.0979
C: -2.10 -3.67 -5.00  -0.0955
C: -1.27 -2.57 -4.85  -0.0458
H: 0.45 2.93 4.49  0.1213
H: 1.24 1.69 5.51  0.1244
H: -0.17 -0.03 4.65  0.1554
H: -1.53 1.20 6.43  0.1103
H: -3.83 1.95 6.87  0.0946
H: -5.32 2.53 4.98  0.0967
H: -4.47 2.38 2.66  0.1001
H: -2.17 1.69 2.22  0.0811
H: 3.87 1.59 2.33  0.1165
H: 5.37 1.03 0.40  0.1094
H: 4.34 -0.04 -1.62  0.1165
H: -0.19 -0.25 -4.05  0.1322
H: 1.93 -0.90 -4.96  0.1213
H: 1.86 -2.48 -4.12  0.1288
H: -0.52 -2.88 -1.57  0.0680
H: -1.99 -4.82 -1.81  0.1039
H: -3.02 -5.34 -4.01  0.0952
H: -2.55 -3.89 -5.96  0.0952
H: -1.09 -1.92 -5.70  0.1114
C: -0.79 -2.33 0.96  -0.1765
C: -0.68 -3.46 1.37  -0.1745
C: -0.60 -4.82 1.84  -0.2702
C: 0.63 -5.46 1.99  -0.0504
C: 0.70 -6.77 2.43  -0.1041
C: -0.46 -7.46 2.74  -0.1150
C: -1.69 -6.84 2.60  -0.1006
C: -1.76 -5.53 2.15  -0.0441
H: 1.53 -4.91 1.75  0.1088
H: 1.66 -7.24 2.54  0.0940
H: -0.40 -8.49 3.09  0.0908
H: -2.60 -7.38 2.83  0.0955
H: -2.72 -5.04 2.03  0.1146
C: 2.15 7.08 -6.05  -0.0658
C: 1.45 6.14 -5.10  -0.2871
C: 1.58 4.76 -5.22  -0.0353
C: 0.93 3.89 -4.35  -0.3260
C: 1.13 2.41 -4.57  -0.1044
C: 0.12 4.38 -3.32  -0.3796
Te: -0.99 2.91 -2.05  1.4795
N: -2.17 1.29 -0.52  -0.3006
C: -3.39 0.77 -0.61  -0.7347
O: -3.70 -0.43 -0.37  -0.1653
C: -4.59 1.64 -0.95  -0.1616
C: -4.61 2.66 -1.90  -0.0844
C: -5.76 3.40 -2.14  -0.0980
C: -6.92 3.14 -1.42  -0.1191
C: -6.92 2.12 -0.48  -0.1021
C: -5.78 1.37 -0.26  -0.0448
C: -0.26 3.84 -0.29  -0.3865
C: -1.14 4.37 0.66  -0.3072
C: -2.64 4.37 0.50  -0.0688
C: -0.63 5.00 1.79  -0.0242
C: 0.73 5.14 2.02  -0.2827
C: 1.27 5.81 3.25  -0.0556
C: 1.59 4.61 1.07  -0.0312
C: 1.13 3.97 -0.07  -0.2918
C: 2.15 3.49 -1.06  -0.0656
C: -0.04 5.77 -3.22  -0.2933
C: -0.93 6.39 -2.17  -0.0646
C: 0.62 6.62 -4.10  -0.0316
H: 2.81 6.53 -6.72  0.0660
H: 2.75 7.81 -5.50  0.0728
H: 1.44 7.63 -6.66  0.0743
H: 2.22 4.36 -6.00  0.1038
H: 1.85 2.23 -5.37  0.0709
H: 0.19 1.91 -4.84  0.0620
H: 1.48 1.91 -3.66  0.0430
H: -3.71 2.88 -2.46  0.0172
H: -5.75 4.18 -2.88  0.0939
H: -7.82 3.72 -1.61  0.0876
H: -7.83 1.90 0.08  0.0905
H: -5.77 0.55 0.45  0.1080
H: -2.98 3.68 -0.26  -0.0011
H: -2.98 5.38 0.22  0.0871
H: -3.11 4.11 1.44  0.0666
H: -1.33 5.42 2.51  0.1173
H: 0.49 6.38 3.76  0.0722
H: 2.08 6.50 3.00  0.0741
H: 1.66 5.08 3.96  0.0658
H: 2.66 4.71 1.21  0.1139
H: 3.15 3.55 -0.63  0.0739
H: 2.13 4.09 -1.97  0.0719
H: 1.95 2.46 -1.37  0.0419
H: -1.89 5.88 -2.13  0.0630
H: -1.10 7.45 -2.38  0.0705
H: -0.49 6.31 -1.17  0.0733
H: 0.49 7.69 -3.99  0.1098


Number 1: frontier orbital gap 5.1944 eV, HOMO energy -3.69 eV. Number 2: frontier orbital gap 6.4212 eV, HOMO energy -4.24 eV.